DFT (ωB97M-V/def2-TZVPD) results for a structure of composition C31H21AsN3S6SeTi.

```
64
Properties=species:S:1:pos:R:3:forces:R:3
Ti 0.86250 -0.38472 -0.04878 -0.050 0.076 -0.081
S 7.78336 0.80362 2.40245 0.004 0.006 0.006
C 6.22028 0.54499 1.86130 -0.013 -0.016 -0.017
S 5.52350 1.34791 0.52072 0.004 0.008 -0.001
C 3.94191 0.60499 0.54324 0.003 -0.018 0.028
C 3.74889 -0.30709 1.52477 0.021 0.008 -0.010
S 2.29728 -1.22243 1.81325 -0.004 -0.038 0.018
S 5.12433 -0.55794 2.57650 -0.005 0.004 0.008
S 2.77962 1.06538 -0.67059 0.003 0.086 -0.013
S -0.12461 1.61644 1.69523 0.074 -0.040 -0.070
C -1.10746 0.92435 2.95880 -0.036 0.031 0.028
C -1.34055 1.63658 4.15050 -0.001 -0.026 -0.012
C -2.13331 1.11786 5.15656 0.003 -0.009 -0.004
C -2.72142 -0.13789 5.02407 -0.002 0.010 0.014
C -2.50128 -0.85854 3.85977 0.007 -0.008 -0.013
C -1.71684 -0.33926 2.83681 0.018 0.014 0.026
As -1.28160 -1.24162 1.17493 -0.015 -0.002 -0.003
C -2.84346 -0.78888 0.09966 -0.027 0.012 0.004
C -3.42696 0.46952 0.21887 -0.001 -0.016 -0.012
C -4.43659 0.85847 -0.65414 -0.010 -0.008 -0.003
C -4.87750 -0.00904 -1.64546 0.006 0.027 0.002
C -4.29375 -1.26359 -1.76935 0.008 -0.023 -0.007
C -3.27350 -1.64883 -0.90867 -0.016 0.006 0.001
C -1.65483 -3.10232 1.60044 -0.023 0.002 0.014
C -0.56054 -3.95265 1.72899 -0.003 0.005 -0.022
C -0.75071 -5.28520 2.06776 0.006 -0.004 0.002
C -2.03259 -5.78076 2.26514 0.000 0.006 0.005
C -3.12859 -4.94014 2.12365 0.000 0.001 0.001
C -2.93776 -3.60420 1.79402 -0.002 -0.004 -0.007
H -0.87076 2.60559 4.26646 0.001 0.002 -0.002
H -2.28521 1.69305 6.06406 -0.003 0.000 0.000
H -3.33036 -0.55200 5.81894 0.001 0.003 0.002
H -2.93766 -1.84489 3.75312 -0.006 -0.004 -0.005
H -3.06959 1.15433 0.97970 0.004 0.003 0.003
H -4.87608 1.84525 -0.55939 -0.002 0.000 -0.002
H -5.66248 0.29574 -2.32912 -0.001 0.001 0.001
H -4.62280 -1.94080 -2.54985 0.002 0.005 0.002
H -2.78323 -2.60700 -1.03620 0.003 0.001 -0.002
H 0.43580 -3.57154 1.53211 0.003 -0.004 0.003
H 0.10695 -5.94001 2.16166 -0.001 -0.002 0.001
H -2.17876 -6.82390 2.52127 0.000 0.000 -0.003
H -4.13229 -5.32377 2.26706 0.000 0.000 0.002
H -3.79536 -2.95097 1.67462 0.004 -0.004 0.001
N -6.62634 0.83385 -7.64711 -0.003 0.000 -0.003
C -5.80611 0.95590 -6.84954 0.012 0.004 0.015
C -4.78254 1.11836 -5.85547 -0.023 0.010 -0.018
C -3.83457 0.11632 -5.64858 0.014 -0.013 0.005
C -2.84395 0.27837 -4.70262 -0.010 -0.005 -0.006
C -2.79840 1.44288 -3.93533 0.031 0.015 0.015
C -3.74668 2.44377 -4.13847 0.006 -0.013 0.016
C -4.72867 2.28474 -5.09542 -0.009 -0.001 -0.005
N -1.81303 1.59688 -2.95804 0.008 -0.007 -0.091
C -1.37658 2.77776 -2.36413 -0.022 -0.022 0.088
C -0.47079 2.40705 -1.42736 0.008 0.070 -0.077
N -0.33340 1.03580 -1.43166 0.038 -0.173 0.105
C -1.13393 0.57967 -2.35068 -0.018 0.046 0.022
H -3.87377 -0.78899 -6.23916 0.002 0.000 0.000
H -2.10363 -0.49535 -4.55324 -0.003 -0.004 -0.006
H -3.73132 3.32917 -3.51939 -0.007 0.004 -0.006
H -5.46936 3.05829 -5.24815 0.000 0.000 0.000
H -1.71882 3.74466 -2.68384 -0.002 0.004 0.013
H 0.10022 3.01821 -0.75074 0.003 0.000 -0.005
H -1.24279 -0.47331 -2.56659 0.004 -0.010 0.011
Se 0.44642 -2.22342 -1.49304 0.014 0.005 0.039
```
Positions in Å, forces in eV/Å.

Values from the calculation:
* E_tot: -251275.460 eV
* charge: -2
* lowest unoccupied orbital energy (alpha / beta): 3.448 / 3.447 eV
* 2S+1: 2
* highest occupied orbital energy (alpha / beta): -1.10 / -1.25 eV
* relative energy (zero: lowest compared OMol25 entry of this formula, charge and spin): 0.000 eV
* frontier orbital gap (alpha / beta): 4.549 / 4.697 eV

***

DFT (ωB97M-V/def2-TZVPD) results for a structure of composition C3H6N2O.

```
12
Properties=species:S:1:pos:R:3:forces:R:3
N 0.67441 0.33192 1.18034 0.346 0.381 -0.471
C 0.70369 0.55388 -0.07481 0.095 -0.414 0.243
C -0.12427 -0.23716 -1.07392 -0.004 0.327 0.330
O 0.84325 -0.89113 -1.87781 0.011 -0.224 -0.051
C -2.37259 0.59870 1.04822 0.385 -0.948 0.765
N -1.68697 -0.16738 1.63294 -0.713 0.859 -0.580
H 1.30070 0.85875 1.78909 -0.032 -0.117 -0.315
H -0.40704 -0.12647 1.58663 -0.488 0.002 0.072
H 1.43995 1.21883 -0.52278 0.020 0.040 0.088
H -0.82917 -0.91611 -0.58833 0.226 0.081 -0.039
H -0.70200 0.43202 -1.71711 0.138 -0.006 0.114
H 1.16004 -1.65585 -1.38245 0.014 0.018 -0.155
```
Positions in Å, forces in eV/Å.

Values from the calculation:
* E_tot: -8233.314 eV
* charge: 0
* lowest unoccupied orbital energy: -0.111 eV
* highest occupied orbital energy: -9.85 eV
* relative energy (zero: lowest compared OMol25 entry of this formula, charge and spin): 3.385 eV
* frontier orbital gap: 9.740 eV

***

DFT (ωB97M-V/def2-TZVPD) results for a cluster of 9 separate species, C16H36N9O16P in total.

```
78
Properties=species:S:1:pos:R:3:forces:R:3
C 4.18090 2.08918 -0.13835 -3.682 2.165 -5.325
C 3.63735 2.47362 -1.28278 2.357 -1.521 5.047
C 2.93950 3.09113 -2.62154 0.213 0.049 1.516
C 1.80732 4.13440 -2.06955 0.880 -0.138 0.671
C 0.63954 3.41640 -1.20620 -0.332 1.313 0.493
P -0.12263 1.89668 -2.05608 0.475 -0.776 -0.571
N 0.02573 0.55454 -0.90549 0.935 1.551 0.203
C -1.98698 2.17456 -2.36983 -1.527 1.750 2.214
C -2.62755 3.01069 -1.11640 -0.208 5.012 4.033
C -2.84460 3.91566 -0.16972 1.896 -4.262 -4.896
H 4.35755 1.84201 0.97776 -0.237 0.513 -2.724
H 3.73215 3.67934 -3.22889 -1.291 -1.187 1.069
H 2.44465 2.25878 -3.25936 1.034 1.371 1.196
H 2.36745 4.83571 -1.32361 -1.033 -1.127 -1.380
H 1.42217 4.80431 -2.92401 0.404 -1.315 1.232
H -0.14812 4.24134 -0.97130 1.200 -1.537 -0.334
H 1.07003 3.06941 -0.19485 -0.570 0.513 -1.574
H 0.88907 0.05230 -1.20400 -0.991 0.429 0.285
H 0.24246 0.91854 0.05484 -0.529 -0.650 -1.096
H -2.59793 1.20711 -2.46087 1.338 1.325 -0.193
H -2.06365 2.85716 -3.31077 -0.004 -1.361 1.666
H -2.79272 4.76103 0.62121 -0.433 -2.176 -1.784
C 1.36025 -2.20088 2.18230 0.204 -0.215 0.036
N 1.44774 -0.74503 2.47152 0.094 0.307 0.106
O 2.31524 -0.37806 3.25405 -0.569 0.029 -0.600
O 0.64303 -0.01919 1.90300 0.671 -0.355 0.658
H 2.12882 -2.71872 2.75111 -0.283 0.283 -0.058
H 0.36740 -2.53694 2.48134 0.104 0.032 -0.154
H 1.51759 -2.33323 1.11134 -0.239 0.083 0.072
C 4.29986 -5.26163 4.71149 0.220 -0.167 0.290
N 3.14070 -4.43149 4.29269 0.058 0.133 0.328
O 2.95956 -3.37798 4.88809 -0.162 -0.669 -0.641
O 2.44884 -4.86452 3.37767 0.269 0.351 0.511
H 4.81747 -4.75659 5.52490 -0.162 -0.061 -0.240
H 3.91276 -6.22637 5.04046 -0.037 0.086 -0.200
H 4.95503 -5.37133 3.84706 -0.095 -0.039 0.114
C -5.22361 -0.29029 -1.59427 -0.227 0.089 0.271
N -5.12107 -0.68629 -3.02349 -0.169 -0.109 -0.451
O -6.15442 -0.70068 -3.67816 0.846 -0.059 0.292
O -4.00482 -0.96911 -3.43958 -0.754 0.224 0.165
H -6.26486 -0.06800 -1.36397 0.177 -0.032 -0.161
H -4.86643 -1.12740 -0.99441 0.110 0.156 -0.111
H -4.60065 0.59327 -1.45233 0.001 -0.167 0.043
C 5.23248 -2.63975 1.22014 0.013 0.363 0.128
N 5.84222 -3.98776 1.36661 0.294 -0.459 0.043
O 6.54216 -4.18313 2.35184 -0.467 -0.130 -0.909
O 5.59709 -4.80333 0.48810 0.170 0.497 0.685
H 5.53358 -2.02393 2.06704 -0.015 -0.227 -0.078
H 5.59606 -2.21408 0.28477 -0.159 -0.130 0.043
H 4.15018 -2.76875 1.20250 0.155 -0.030 -0.134
C 5.81405 -0.85546 5.45752 -0.080 0.304 0.143
N 6.42427 -2.20331 5.60303 0.266 -0.234 0.267
O 7.12313 -2.40055 6.58731 -0.498 -0.087 -0.782
O 6.17965 -3.01849 4.72232 0.266 0.618 0.759
H 6.11417 -0.24029 6.30495 0.017 -0.204 -0.128
H 6.17834 -0.42878 4.52291 -0.133 -0.121 0.058
H 4.73136 -0.98498 5.43875 0.121 -0.040 -0.161
C 0.26917 -7.71109 2.34231 0.208 -0.289 0.025
N -0.79239 -6.81109 2.86497 -0.363 0.251 0.264
O -1.39197 -7.17320 3.86820 0.329 0.409 -0.698
O -0.98712 -5.77133 2.24981 0.070 -0.683 0.490
H 0.33236 -8.59017 2.98263 -0.113 0.206 -0.055
H -0.00909 -7.99312 1.32686 0.082 0.162 0.091
H 1.20731 -7.15560 2.35652 -0.161 0.023 -0.115
C -5.34314 5.00600 -3.11907 0.257 0.010 -0.123
N -6.51140 4.98897 -2.20079 -0.137 0.126 0.287
O -6.79069 6.03319 -1.62659 -0.026 -0.823 -0.284
O -7.10983 3.92669 -2.08729 0.266 0.745 0.009
H -4.91178 6.00631 -3.12163 -0.170 -0.153 0.066
H -4.62276 4.27640 -2.74762 -0.150 0.026 0.022
H -5.70247 4.73842 -4.11398 0.131 -0.070 0.511
C -8.09405 4.73854 -6.95122 -0.123 -0.362 0.074
N -7.01382 5.71310 -6.64490 0.174 0.427 -0.080
O -6.10812 5.33649 -5.90976 -0.513 0.515 -0.858
O -7.11009 6.82081 -7.15095 0.230 -0.873 0.495
H -7.87914 3.80221 -6.43739 0.046 0.216 -0.051
H -9.03231 5.16603 -6.59770 0.126 0.027 -0.158
H -8.10757 4.59157 -8.03123 -0.062 0.148 0.135
```
Positions in Å, forces in eV/Å.

Values from the calculation:
* E_tot: -72605.713 eV
* charge: 0
* lowest unoccupied orbital energy: -0.405 eV
* highest occupied orbital energy: -8.31 eV
* frontier orbital gap: 7.910 eV

***

DFT (ωB97M-V/def2-TZVPD) results for a cluster of 2 separate species, C2H5Cl3NP in total.

```
12
Properties=species:S:1:pos:R:3:forces:R:3
C -0.08375 -1.27415 0.08574 2.600 -1.653 0.959
C 1.97314 -2.35767 0.68542 -2.351 1.552 -0.618
N 0.50512 1.26996 -0.33773 0.437 0.467 -0.474
P 0.31755 0.19076 0.98484 -0.583 0.222 0.478
Cl 3.01107 -0.95932 0.79047 0.621 -0.220 -0.078
Cl 1.71570 -3.07571 2.24554 -0.012 -0.112 0.070
Cl 2.46590 -3.47704 -0.52943 0.034 -0.213 -0.203
H -0.72059 -2.01606 0.53793 -0.189 -0.090 -0.018
H 0.08293 -1.33135 -0.97665 -0.104 -0.020 -0.224
H 0.59536 2.22788 -0.00913 0.025 -0.082 -0.080
H 1.36296 1.04932 -0.83961 -0.067 0.121 0.051
H -1.01251 0.54862 1.25425 -0.411 0.028 0.137
```
Positions in Å, forces in eV/Å.

Values from the calculation:
* E_tot: -50498.276 eV
* charge: 0
* lowest unoccupied orbital energy (alpha / beta): -0.337 / -0.339 eV
* highest occupied orbital energy (alpha / beta): -8.21 / -8.20 eV
* relative energy (zero: lowest compared OMol25 entry of this formula, charge and spin): 2.644 eV
* frontier orbital gap (alpha / beta): 7.870 / 7.866 eV

***

Question: Number 2 is which compound?
Answer: C3H6N2O

***

Question: Which of these has the highest E_tot?
Answer: C3H6N2O